Formula: C31H84F3O11Y
Source: the Open Molecules 2025 dataset
Level of theory: ωB97M-V with the def2-TZVPD basis set

## Properties
molar mass = 778.90 g/mol
gap between HOMO and LUMO = 10.7 eV
charge = 0
largest force on an atom = 2.282 eV/A

Cartesian coordinates (Å):
H  15.274695  17.244781  8.417231
C  10.645001  9.539821  7.663897
F  13.419690  12.162174  9.903575
O  14.663029  13.516996  7.790630
C  11.127177  14.088442  12.764632
H  9.166734  9.028267  10.782810
H  14.628832  18.545603  5.667382
H  15.840786  12.702219  9.166078
H  10.452507  6.991270  10.448973
H  10.491993  8.929401  8.558422
H  8.710897  12.523794  12.081469
H  7.581670  13.912374  6.845677
C  9.829190  9.297111  12.854655
O  15.905118  16.601939  12.182356
C  17.088809  13.359833  7.528242
H  10.758430  16.789501  6.993474
H  13.600364  8.564115  13.308740
H  16.940710  13.621678  6.483741
H  14.658162  8.031997  10.813791
H  20.520329  11.454696  9.963866
H  17.775196  9.088113  9.539969
H  15.600130  11.442303  6.338613
H  21.122640  10.768678  11.517365
C  13.768022  9.456673  13.895892
H  15.757922  8.566604  8.564170
C  15.219327  17.313629  7.341291
H  11.092660  12.262194  11.633184
H  17.144340  14.166507  12.482134
H  17.916945  12.612083  7.639422
H  10.570609  15.941946  5.531199
H  15.559044  17.379922  11.763636
O  14.445846  16.199154  6.864244
C  9.924225  10.869774  7.898648
C  8.100299  14.683329  6.315482
O  11.258667  13.871818  10.449608
H  11.855670  9.718659  11.476526
H  11.088590  7.009164  12.070389
H  13.569172  7.937142  7.401288
C  9.784191  17.850519  11.858949
H  10.650057  13.782039  13.694562
H  14.378107  11.504545  13.559845
H  10.005296  13.475967  6.529220
F  12.245321  12.511150  6.473471
O  10.221563  14.088447  7.236617
H  10.184718  9.062340  6.799136
H  12.410172  19.070534  10.962513
C  11.709792  18.531178  10.293256
Y  12.260215  13.212879  8.361169
H  16.535646  6.258625  8.617447
H  13.366021  7.281257  9.934505
H  9.031779  18.278679  11.131397
F  12.367540  15.324654  8.422120
C  10.712502  13.258021  11.580418
H  19.940285  9.168108  9.842502
H  10.849686  14.743312  10.425894
H  9.595844  10.371099  12.850892
H  17.501238  10.697226  10.444178
H  17.298087  14.280627  8.071712
O  19.155575  9.034119  11.826498
H  9.289252  6.801467  11.790162
H  8.504885  14.232361  5.390145
H  9.981258  11.443791  6.989973
C  9.313278  15.204155  7.078456
O  10.494109  16.456021  10.017307
C  14.215001  10.573629  12.992988
H  9.002314  13.047731  10.411489
C  19.449166  9.735105  10.615951
O  11.092676  9.584993  10.866286
H  14.357259  16.522484  10.342057
C  14.689280  18.613371  6.755163
H  16.235553  17.095753  6.978643
H  7.363681  15.447549  5.984260
H  11.688591  16.908144  11.641074
H  10.974165  19.164811  9.754980
H  15.087972  10.266104  12.447214
H  19.643554  11.701930  11.486184
H  9.001470  15.567925  8.058630
C  18.217174  10.050566  9.875122
C  9.978538  16.353849  6.365775
H  14.296463  14.757465  9.881518
H  12.224509  14.080952  12.881642
H  14.706429  10.885555  7.825774
H  9.376127  16.953903  12.306402
C  20.222063  10.972720  10.930085
H  8.998796  8.794568  13.321218
C  16.192812  14.242173  11.948946
C  8.432619  10.699444  8.241489
H  10.685886  9.144816  13.497852
H  16.265738  13.514282  11.143025
H  10.836523  15.105539  12.551005
H  14.837624  14.248486  7.146425
H  13.792052  15.293727  11.496182
H  18.450549  10.566535  8.956662
H  14.051392  6.250132  7.545347
H  7.995016  11.695188  8.311458
O  13.097088  10.783483  12.096468
H  15.182529  19.510377  7.133070
C  15.845793  12.663849  8.054053
H  13.377126  11.370767  11.380970
C  10.030169  8.812302  11.464081
C  9.179760  13.296223  11.449122
H  11.205583  16.273295  9.365364
H  8.754695  14.229194  11.819599
C  10.979163  17.418322  11.009353
H  11.727705  9.619002  7.464587
O  15.991063  6.630422  9.311055
H  13.693336  9.019907  9.729023
H  13.612987  18.722372  7.035011
C  15.157709  7.716634  8.784975
C  15.632592  11.292836  7.436188
H  12.357603  18.043024  9.549404
C  14.143608  8.050339  9.884996
H  16.584410  15.672422  10.500349
H  16.493388  10.661088  7.753422
H  15.420178  13.934281  12.644824
H  8.349838  10.268077  9.250875
H  13.645597  16.066566  7.434564
H  12.793606  9.764006  14.251513
C  10.203881  7.317548  11.468582
O  10.617745  11.539836  8.995784
H  10.048323  18.586051  12.591470
H  15.044576  7.451938  6.640450
H  10.896602  10.810453  9.625020
C  14.439005  7.281183  7.540405
C  14.505546  15.483357  10.687371
H  18.387769  8.456307  11.652116
H  7.936844  10.064041  7.496006
H  14.500167  9.260472  14.693905
C  15.865657  15.515538  11.262480
H  9.189591  17.082853  6.075393

Force components x, y, z for each atom (eV/Å):
H -0.14 0.48 0.49
C -0.40 0.01 -0.10
F -0.18 0.02 -0.44
O 0.27 0.11 -0.62
C 0.95 -0.26 0.49
H 0.39 -0.02 0.84
H 0.57 0.16 0.05
H 0.24 -0.77 -0.68
H -0.24 -0.09 0.13
H 0.13 -0.20 -0.22
H 0.19 0.06 -0.24
H -0.33 -0.46 0.49
C -0.89 1.22 0.48
O 0.70 -0.48 0.88
C 0.21 -0.90 0.33
H -0.35 0.28 0.16
H 0.16 -0.38 -0.14
H 0.18 -0.14 -0.26
H 0.42 0.20 1.02
H -0.09 -0.34 0.80
H -0.31 0.56 0.40
H -0.04 -0.45 0.54
H -0.06 -0.06 -0.18
C 0.29 0.25 0.17
H 0.66 0.77 -0.06
C 0.23 -0.90 -1.07
H 0.21 -0.72 -0.01
H 0.01 0.55 -0.09
H -0.38 0.96 -0.23
H -0.63 0.34 -0.23
H -0.24 0.52 -0.35
O -0.48 -0.02 0.38
C 0.23 -1.00 0.71
C 0.30 0.47 -1.15
O 0.52 -0.07 -0.86
H -0.20 0.14 -0.16
H -0.70 0.17 -0.03
H 0.06 -0.10 0.00
C -0.40 -0.19 -2.24
H 0.03 -0.10 0.04
H 0.25 -0.30 -0.19
H 0.34 -0.19 -0.20
F -0.18 -0.61 -0.81
O -0.52 0.34 0.37
H 0.03 -0.25 0.02
H -0.75 0.08 -0.28
C 0.19 -0.05 -0.38
Y 0.68 -0.18 1.44
H 0.05 0.04 -0.34
H 0.03 0.11 -0.12
H 0.57 -0.36 0.96
F 0.14 0.75 -0.11
C -1.29 0.60 0.94
H 1.23 -0.95 0.35
H -0.09 0.91 -0.34
H 0.12 -0.19 0.08
H 0.34 -0.70 -0.36
H 0.13 -0.10 0.12
O -0.17 -0.38 -0.52
H 0.33 0.20 0.05
H -0.31 0.10 0.08
H 0.41 0.59 -0.13
C -0.69 0.17 0.17
O 0.00 0.55 0.56
C -1.33 0.18 -0.09
H -0.65 0.26 -0.21
C -0.30 0.28 0.40
O 0.00 -0.87 -0.09
H -0.55 -0.47 -0.34
C -1.50 -0.18 0.62
H -0.16 0.30 0.05
H 0.62 -0.30 0.45
H 0.41 -0.34 0.35
H 0.65 -0.02 0.40
H 0.61 0.18 -0.39
H -0.33 0.03 0.14
H 0.17 -0.38 0.25
C -2.16 0.21 -0.28
C 0.50 -0.16 -0.31
H 0.47 0.48 0.37
H -0.39 -0.08 0.09
H -0.13 -0.25 -0.15
H -0.31 -0.01 0.32
C 1.05 0.67 -0.54
H -0.43 -0.26 0.22
C 0.59 -1.06 0.25
C 0.88 0.04 0.46
H 0.41 -0.14 -0.07
H -0.19 -0.42 0.09
H -0.16 0.46 0.11
H 0.04 -0.52 0.60
H -0.03 0.05 -0.12
H 0.21 0.34 -0.34
H 0.34 0.31 0.28
H -0.26 -0.06 -0.22
O 0.76 -0.33 0.93
H 0.25 -0.11 -0.30
C -0.98 1.50 0.59
H -0.05 0.43 -0.83
C -0.20 0.66 -0.82
C 0.38 -1.22 0.71
H 0.01 0.09 0.16
H 0.09 0.26 -0.57
C -0.29 -0.29 -0.44
H -0.49 0.33 0.14
O -0.47 0.87 0.20
H -0.16 0.28 -0.06
H 0.64 -0.09 0.10
C -0.76 -1.82 0.92
C 0.72 0.59 0.29
H -0.11 0.25 -0.01
C 0.32 -0.62 -0.77
H 0.96 0.32 -1.01
H -0.65 0.20 -0.47
H -0.29 -0.03 0.05
H -0.09 -0.12 -0.39
H 0.55 0.16 -0.33
H -0.13 -0.08 0.70
C 1.37 -0.68 -0.79
O -0.18 -0.52 -0.69
H 0.17 0.33 0.44
H 0.02 -0.35 0.12
H -0.23 0.63 -0.13
C -0.52 0.40 -1.16
C -1.27 0.34 -0.58
H 0.56 0.31 0.15
H -0.01 0.29 0.25
H -0.47 0.03 -0.14
C -0.08 0.24 1.00
H 0.87 -0.31 0.00